(1)
{
  "formula": "C4H12O2S",
  "method": "ωB97M-V with the def2-TZVPD basis set",
  "gap_ev": 9.84,
  "max_force_ev_per_a": 2.3,
  "lumo_energy_ev": 0.72,
  "symbols": ["S", "O", "O", "C", "C", "C", "C", "H", "H", "H", "H", "H", "H", "H", "H", "H", "H", "H", "H"],
  "positions_angstrom": [[3.241, 1.320, -0.530], [-4.836, -1.426, -0.458], [-2.105, 0.306, -0.084], [2.304, 0.212, 0.652], [-0.156, -0.541, 1.098], [-1.433, -0.910, 0.348], [0.932, -0.057, 0.062], [-1.822, 0.407, -1.005], [-2.152, -1.432, 0.972], [-4.102, -0.779, -0.567], [1.049, -0.917, -0.611], [0.256, -1.409, 1.613], [2.192, 0.892, 1.497], [-5.449, -1.101, -1.110], [0.475, 0.795, -0.430], [3.806, 0.379, -1.305], [-1.097, -1.511, -0.502], [2.865, -0.684, 0.868], [-0.305, 0.352, 1.705]],
  "forces_ev_per_angstrom": [[0.1461, -0.5128, 0.3950], [1.1313, 0.7306, -0.0679], [0.3623, -0.8708, -0.8467], [-0.4782, 1.8445, -1.0685], [1.0827, 0.6995, -1.1314], [0.4084, 0.8912, 0.5728], [-0.9495, -1.9219, 0.7649], [-0.2454, 0.3922, 0.3047], [0.0811, -0.2570, -0.0258], [-0.3910, -0.5981, 0.4759], [-0.0716, 0.4670, -0.4902], [-0.2109, 0.1095, 0.4703], [0.2514, -0.4136, 0.3369], [-0.6409, -0.0441, -0.3264], [0.4592, 0.2076, -0.3385], [-0.1250, -0.0151, 0.0709], [-0.5845, -0.1787, -0.0804], [0.1145, -0.0578, 0.2798], [-0.3400, -0.4723, 0.7044]]
}



(2)
{
  "formula": "C4H12O2S",
  "method": "ωB97M-V with the def2-TZVPD basis set",
  "gap_ev": 9.49,
  "max_force_ev_per_a": 1.9,
  "lumo_energy_ev": 0.42,
  "symbols": ["S", "O", "O", "C", "C", "C", "C", "H", "H", "H", "H", "H", "H", "H", "H", "H", "H", "H", "H"],
  "positions_angstrom": [[2.818, -0.678, -0.829], [-2.127, 0.605, -0.318], [-0.743, 3.422, 0.190], [0.446, -0.640, 0.531], [-1.893, -0.790, -0.469], [-0.401, -1.157, -0.592], [1.899, -1.152, 0.618], [-0.590, 4.152, 0.792], [-2.560, -0.981, -1.330], [2.466, 0.640, -0.713], [0.561, 0.466, 0.476], [-1.425, 0.946, 0.246], [1.857, -2.246, 0.693], [2.416, -0.696, 1.457], [0.007, -0.780, -1.546], [-2.312, -1.376, 0.414], [-0.004, -0.960, 1.489], [-0.410, -2.258, -0.677], [-0.003, 3.482, -0.433]],
  "forces_ev_per_angstrom": [[0.4237, 0.6822, -0.7502], [0.5051, -0.0987, 0.3690], [0.4419, -0.1165, -0.2891], [0.6081, 0.0611, 1.3192], [-0.7835, 0.0944, 0.7353], [-0.7784, -0.3291, -1.7061], [-1.0514, -0.1178, -0.1605], [-0.0661, 0.1188, 0.1855], [0.8494, -0.7465, 0.1366], [0.3065, -0.6308, -0.1877], [-0.5425, -0.4867, 0.2549], [-0.2117, 0.4070, 0.0714], [0.4387, 0.2528, 0.0242], [-0.2233, -0.3550, 0.3454], [-0.2435, -0.1494, 0.2615], [0.3395, 0.6696, -0.7819], [-0.0813, 0.5779, -0.1788], [0.4091, 0.2393, 0.2259], [-0.3402, -0.0728, 0.1253]]
}



(3)
{
  "formula": "C4H12O2S",
  "method": "ωB97M-V with the def2-TZVPD basis set",
  "gap_ev": [9.14, 3.98],
  "max_force_ev_per_a": 4.9,
  "multiplicity": 2,
  "s_squared": 0.75,
  "total_charge": 1,
  "lumo_energy_ev": [-4.36, -9.43],
  "symbols": ["S", "O", "O", "C", "C", "C", "C", "H", "H", "H", "H", "H", "H", "H", "H", "H", "H", "H", "H"],
  "positions_angstrom": [[-1.850, -1.845, -0.949], [-0.730, 2.192, -2.041], [1.652, 2.435, 1.555], [0.978, 0.057, 1.386], [-0.594, -1.731, 0.466], [0.547, -0.789, 0.156], [2.066, 1.127, 0.941], [0.114, 0.512, 1.634], [0.219, 0.025, -0.663], [1.432, -0.601, 2.119], [1.280, -1.339, -0.273], [-1.436, 1.728, -1.445], [-0.306, -2.806, 0.743], [3.097, 1.077, 1.500], [0.854, 2.784, 1.141], [-1.033, -2.504, -1.692], [-1.127, -1.391, 1.345], [2.152, 1.245, -0.141], [-0.998, 1.785, -2.889]],
  "forces_ev_per_angstrom": [[0.2236, 1.0373, 2.3315], [-2.4062, -2.2814, 1.1457], [0.3970, -1.4176, -0.7649], [3.8283, -1.6572, -2.6292], [-0.9581, -1.7523, 0.8676], [-2.2178, 3.4045, -1.2707], [-0.0130, 2.1298, 2.9111], [-2.4762, 1.8227, 1.7439], [0.5873, -1.6975, 1.5266], [-0.4362, 0.0513, 0.4879], [2.5994, -1.4927, -1.3611], [1.8610, 1.6546, -1.2782], [-0.1956, 1.3828, -0.8117], [-1.9500, -0.7640, -1.5316], [0.0672, -0.1053, -0.2353], [1.0776, -0.9634, -1.3131], [-0.6383, 0.2221, -0.0859], [0.1582, -0.1954, 0.0967], [0.4917, 0.6217, 0.1708]]
}



(4)
{
  "formula": "C4H12O3",
  "method": "ωB97M-V with the def2-TZVPD basis set",
  "gap_ev": 10.98,
  "max_force_ev_per_a": 1.3,
  "lumo_energy_ev": 0.70,
  "symbols": ["O", "O", "O", "C", "C", "C", "C", "H", "H", "H", "H", "H", "H", "H", "H", "H", "H", "H", "H"],
  "positions_angstrom": [[-2.297, -0.892, -0.349], [2.159, -0.812, -1.537], [0.357, 2.827, 0.322], [-0.169, -0.834, 0.938], [-1.027, -1.462, -0.176], [0.389, 1.467, -0.095], [-0.306, 0.696, 1.008], [-1.238, -2.496, 0.099], [2.846, -1.481, -1.559], [-1.356, 0.992, 1.100], [-0.131, 1.332, -1.051], [0.897, -1.033, 0.870], [-0.552, -1.527, -1.162], [0.617, 3.434, -0.374], [-2.329, 0.049, -0.139], [1.290, -1.213, -1.458], [-0.571, -1.243, 1.858], [0.022, 1.080, 1.968], [1.400, 1.116, -0.262]],
  "forces_ev_per_angstrom": [[-0.7075, 0.2193, 0.0833], [0.2262, 0.6335, -0.0543], [-0.0777, 0.2319, 0.1166], [-0.7724, 0.9839, -0.1753], [0.3350, -0.4470, -0.0140], [-0.4699, 0.1943, -0.0384], [-0.3370, -0.1289, 0.3142], [0.1688, -0.1101, -0.0095], [-0.2991, -0.2878, 0.0042], [-0.1425, 0.0050, -0.4787], [-0.1121, 0.0586, -0.0178], [0.0126, -0.5359, -0.1616], [0.2802, 0.2740, -0.0200], [0.0748, -0.2343, -0.1570], [0.3563, -0.1695, -0.0620], [0.1934, -0.4015, -0.0318], [0.2116, -0.0569, 0.3531], [0.7180, -0.1525, 0.1589], [0.3413, -0.0761, 0.1901]]
}



(5)
{
  "formula": "C4H12O3",
  "method": "ωB97M-V with the def2-TZVPD basis set",
  "gap_ev": 10.28,
  "max_force_ev_per_a": 4.1,
  "lumo_energy_ev": 0.50,
  "symbols": ["O", "O", "O", "C", "C", "C", "C", "H", "H", "H", "H", "H", "H", "H", "H", "H", "H", "H", "H"],
  "positions_angstrom": [[-0.867, -0.801, -0.386], [-2.101, -3.562, 0.364], [-1.081, 2.078, 1.083], [1.809, 1.437, 0.699], [0.892, 0.878, -0.465], [1.701, 0.299, -1.767], [0.108, -0.254, 0.157], [2.830, 0.458, -1.726], [1.276, 1.537, 1.670], [-0.902, 2.499, 1.995], [-1.990, 1.920, 1.008], [1.571, -0.762, -1.826], [-1.859, -2.711, 0.661], [0.362, -0.585, 1.149], [2.647, 0.762, 0.814], [1.281, 0.572, -2.814], [2.167, 2.316, 0.254], [0.321, 1.628, -0.864], [-2.373, -3.509, -0.556]],
  "forces_ev_per_angstrom": [[1.9151, 0.9213, 1.0017], [-0.5231, -2.0020, -0.1633], [2.6233, 1.4351, 2.3715], [-1.0249, -1.5472, -1.1873], [3.0306, -2.6642, 0.5786], [0.2805, 0.6112, -0.2878], [-3.0975, -0.3816, -2.4701], [-1.5484, 0.1785, -0.0482], [0.3687, 0.2135, -0.9015], [-0.7824, -1.0168, -2.2410], [-2.1362, -0.2790, 0.0788], [0.0356, -0.8572, 0.3682], [0.4218, 1.6557, -0.0216], [0.5778, -0.1712, 0.7512], [0.2356, -0.1799, 0.2433], [0.6516, 0.3656, 2.0149], [0.7394, 1.7183, 0.2632], [-1.9088, 1.6255, -0.4619], [0.1414, 0.3743, 0.1113]]
}



(6)
{
  "formula": "C4H12O3",
  "method": "ωB97M-V with the def2-TZVPD basis set",
  "gap_ev": 11.10,
  "max_force_ev_per_a": 0.7,
  "lumo_energy_ev": 0.72,
  "symbols": ["O", "O", "O", "C", "C", "C", "C", "H", "H", "H", "H", "H", "H", "H", "H", "H", "H", "H", "H"],
  "positions_angstrom": [[1.542, -1.065, 2.565], [1.646, 0.289, -2.066], [-1.259, 1.244, 1.224], [-1.537, 0.995, -0.162], [0.176, -0.903, -0.526], [-1.302, -0.448, -0.562], [1.244, 0.161, -0.701], [1.043, 1.134, -0.262], [1.006, 0.827, -2.541], [1.541, -0.378, 3.252], [-1.870, -1.105, 0.101], [-1.853, 0.677, 1.737], [0.362, -1.586, -1.352], [2.160, -0.136, -0.191], [1.856, -0.633, 1.765], [-2.547, 1.319, -0.402], [-1.711, -0.573, -1.557], [-0.866, 1.663, -0.695], [0.369, -1.483, 0.373]],
  "forces_ev_per_angstrom": [[-0.0097, 0.1774, 0.4619], [-0.0733, 0.2645, -0.0504], [-0.2311, -0.2889, -0.1828], [0.2053, 0.0980, 0.5887], [-0.1855, -0.0101, 0.0263], [0.4004, 0.1488, 0.1737], [0.7067, -0.0748, -0.0731], [-0.4588, 0.1443, 0.0031], [-0.0238, -0.0058, 0.0391], [0.0118, -0.2936, -0.4347], [-0.1461, 0.0415, -0.0843], [0.2473, 0.1749, -0.0768], [-0.0849, -0.2109, -0.0462], [0.1191, -0.3318, -0.0625], [0.0053, 0.1264, 0.0804], [-0.2787, -0.0729, -0.0476], [-0.1386, -0.1001, -0.3417], [0.0041, 0.0596, -0.1556], [-0.0696, 0.1537, 0.1825]]
}



The records above yield E values of -19272.25661 -19272.26755 -19261.79028 -10484.28646 -10483.74053 -10484.32840 eV, respectively.
The records above yield energy relative to the best compared isomer or geometry (same formula, charge and spin) values of 43.4 42.3 182.2 82.3 134.9 78.2 kJ/mol, respectively.